Molecular formula: C23H50B3N4O5
Method: DFT, ωB97M-V with the def2-TZVPD basis set

The geometry in ORCA input format:
```
! wB97M-V def2-TZVPD RIJCOSX def2/J DEFGRID3
* xyz -1 1
C -1.46 4.65 -3.12
C -2.62 5.67 -3.20
C -3.55 5.54 -1.96
C -4.48 4.29 -2.05
C -4.89 3.84 -0.60
C -4.51 2.36 -0.27
C -3.51 2.25 0.91
C -3.64 0.83 1.53
C -2.55 0.56 2.59
C -1.12 0.40 2.01
C -1.00 -0.49 0.77
C -0.85 -2.02 1.13
C 0.38 -2.55 0.36
C 0.71 -4.05 0.65
C 1.24 -4.79 -0.61
C 2.78 -4.72 -0.77
C 3.30 -3.28 -0.71
C 4.83 -3.11 -0.94
B 5.23 -1.75 -0.23
O 5.17 -0.56 -0.96
B 4.71 0.52 -0.19
C 4.03 1.79 -0.85
C 3.63 1.64 -2.33
N 2.52 0.69 -2.51
N 3.11 2.99 -2.74
N 4.76 1.38 -3.22
O 4.87 0.53 1.20
B 4.87 -0.75 1.75
N 4.13 -0.98 3.00
C 3.83 -2.18 3.07
O 3.54 -3.26 3.42
O 5.58 -1.79 1.13
H -1.79 3.67 -2.76
H -0.99 4.55 -4.11
H -0.66 5.05 -2.47
H -2.22 6.68 -3.31
H -3.24 5.38 -4.07
H -4.16 6.46 -1.92
H -2.96 5.52 -1.03
H -5.35 4.52 -2.67
H -3.92 3.47 -2.51
H -5.98 3.94 -0.53
H -4.49 4.54 0.14
H -5.44 1.88 0.07
H -4.14 1.86 -1.17
H -3.80 2.96 1.70
H -2.48 2.44 0.57
H -4.61 0.76 2.05
H -3.68 0.09 0.72
H -2.80 -0.36 3.16
H -2.55 1.42 3.27
H -0.50 -0.05 2.80
H -0.68 1.41 1.86
H -1.81 -0.37 0.04
H -0.07 -0.19 0.25
H -0.72 -2.06 2.22
H -1.72 -2.59 0.78
H 1.27 -1.95 0.63
H 0.26 -2.42 -0.73
H -0.22 -4.49 1.03
H 1.44 -4.15 1.47
H 0.95 -5.85 -0.51
H 0.73 -4.42 -1.52
H 3.20 -5.34 0.04
H 3.01 -5.13 -1.77
H 3.07 -2.91 0.31
H 2.74 -2.62 -1.40
H 5.42 -3.97 -0.59
H 4.99 -2.99 -2.02
H 4.63 2.70 -0.68
H 3.08 1.96 -0.30
H 2.30 0.19 -1.65
H 2.68 0.05 -3.28
H 2.10 2.99 -2.60
H 3.23 3.03 -3.75
H 4.66 0.53 -3.75
H 5.65 1.43 -2.75
C -3.44 -4.42 4.09
C -2.41 -3.35 4.52
O -2.42 -2.32 3.66
H -3.21 -4.82 3.09
H -3.44 -5.27 4.79
H -4.46 -4.01 4.07
H -1.45 -3.91 4.64
H -2.67 -3.13 5.59
*
```

E = -1576.45286 Eh
Highest occupied orbital energy = -2.87 eV
Frontier orbital gap = 4.70 eV